1.
C47H116F2N8O14S2 | ωB97M-V with the def2-TZVPD basis set

Properties
Gap between HOMO and LUMO (eV): 8.055
E_LUMO (eV): -0.1
HOMO level (hartree): -0.2993

XYZ file:
```
189
C47H116F2N8O14S2, DFT ωB97M-V with the def2-TZVPD basis set
O 2.81464 0.84504 -1.98464
H 3.14515 1.64639 -2.39719
H 2.27832 0.91363 -1.19139
H 3.55954 0.25330 -1.85588
N 1.47830 1.32582 0.10212
S 0.48599 0.32471 0.74469
O -0.87996 0.21141 0.20166
O 0.74976 0.15289 2.16685
F 1.26441 -0.97440 0.04603
S 0.34796 2.63694 0.10752
O 0.13856 3.28408 1.41321
O -0.71037 2.65929 -0.88114
F 1.52930 3.54573 -0.46844
C 4.44658 3.27875 3.04997
C 3.56920 2.13540 2.66304
O 3.61101 2.34281 1.19533
H 4.89707 3.09379 4.02514
H 4.00378 4.27275 2.98683
H 5.37992 3.35824 2.49260
H 2.54090 2.28643 2.99151
H 3.88591 1.14631 2.99392
H 2.82167 1.96231 0.80322
C -0.38624 5.04319 -3.44171
C -1.79682 5.12431 -4.00418
O -1.84394 5.47100 -5.38390
H -0.40519 4.59192 -2.44969
H -0.05345 6.07372 -3.31780
H 0.17582 4.34533 -4.06234
H -2.61136 5.66366 -3.52073
H -2.09669 4.08486 -3.87116
H -2.54911 4.95971 -5.78754
C -2.48019 -0.05232 8.53199
C -1.75889 -1.37363 8.15071
C -2.61220 -2.18673 7.21470
C -2.65548 -1.64731 5.78215
C -1.12962 -1.74954 5.32753
C -0.12069 -0.91328 6.18631
N -0.41306 -1.18283 7.63432
O 0.48179 -0.48092 8.57866
C 1.28733 -1.58988 5.96508
C -0.08357 0.60515 5.80072
C -1.68402 -2.26437 9.36570
H -1.76389 0.65151 8.95585
H -3.31153 -0.06691 9.23680
H -2.90780 0.60115 7.77158
H -2.32035 -3.22729 7.07275
H -3.63905 -2.13453 7.57658
H -2.95463 -0.59953 5.75476
H -3.34833 -2.33128 5.29197
H -1.13783 -1.31149 4.32945
H -0.85784 -2.77419 5.07393
H 2.18689 -1.22555 6.46123
H 1.13753 -2.62003 6.28822
H 1.54133 -1.44531 4.91500
H -0.78936 1.14810 6.42932
H 0.93735 0.89080 6.05415
H -0.19092 0.77858 4.72997
H -1.11549 -3.17678 9.18579
H -2.68267 -2.54466 9.70072
H -1.08582 -1.75722 10.12270
H 1.05356 -1.19993 8.85743
C -0.21686 -5.89424 1.44765
C -1.63274 -5.62096 0.99691
C -1.78866 -4.05568 0.89519
C -1.21166 -3.56817 -0.40507
C -1.88317 -4.35675 -1.56795
C -1.69343 -5.87575 -1.58702
N -2.01718 -6.38186 -0.29107
O -1.94680 -7.79644 -0.20325
C -2.62751 -6.28411 -2.69059
C -0.25831 -6.24919 -2.10188
C -2.60637 -6.10103 2.05695
H 0.14607 -5.31445 2.29630
H 0.58707 -5.75001 0.72585
H -0.15682 -6.94936 1.71453
H -2.74276 -3.57261 1.10598
H -0.98191 -3.56648 1.44101
H -0.12485 -3.65049 -0.41819
H -1.42319 -2.51997 -0.61630
H -1.30645 -3.92759 -2.38728
H -2.89923 -4.00400 -1.74486
H -2.63317 -7.35195 -2.90913
H -3.62475 -5.91794 -2.44659
H -2.34003 -5.88661 -3.66396
H -0.02720 -5.73384 -3.03415
H 0.50130 -5.84819 -1.43085
H -0.19575 -7.31874 -2.30246
H -2.66017 -7.18314 2.17624
H -3.59930 -5.69656 1.86048
H -2.44908 -5.65131 3.03731
H -2.88050 -8.01437 -0.25139
C 5.44482 -1.33927 -0.14232
C 4.91862 -2.36465 -1.22235
C 3.94434 -3.28766 -0.38182
C 2.90048 -4.09288 -1.16925
C 2.20090 -3.23205 -2.26489
C 3.20919 -2.49284 -3.18999
N 4.20007 -1.73744 -2.37516
O 5.14367 -1.00876 -3.17539
C 4.00813 -3.53961 -4.08923
C 2.37583 -1.52972 -4.00519
C 6.14896 -3.23025 -1.67508
H 4.72901 -0.69215 0.36459
H 6.21604 -0.62966 -0.44196
H 5.79903 -1.90951 0.71644
H 4.54086 -4.01936 0.16305
H 3.53240 -2.74815 0.47102
H 2.12968 -4.37838 -0.45340
H 3.27887 -5.04106 -1.55119
H 1.72086 -2.53038 -1.58275
H 1.56389 -3.90200 -2.84236
H 4.61122 -3.00085 -4.82005
H 4.62048 -4.23342 -3.51327
H 3.37758 -4.33879 -4.47889
H 1.59082 -1.01406 -3.45206
H 2.82428 -0.69897 -4.55001
H 1.86444 -1.98125 -4.85531
H 5.84500 -4.27178 -1.77966
H 6.91803 -3.22537 -0.90267
H 6.67940 -2.83999 -2.54366
H 5.44607 -1.77613 -3.66661
C 0.03920 7.00953 4.84288
C 0.28391 6.46523 3.38335
C 1.38575 7.28385 2.67988
O 1.04801 8.63114 2.79510
C 0.41499 9.16131 1.61858
N 0.72495 5.09523 3.53472
H 0.96747 6.97229 5.41300
H -0.78083 6.41836 5.25054
H -0.36834 8.02037 4.82815
H -0.53781 6.56726 2.67450
H 1.65064 6.86745 1.70800
H 2.30778 7.14899 3.24537
H -0.58766 8.80197 1.38693
H 0.91523 8.96742 0.66975
H 0.28690 10.23844 1.72572
H 0.45211 4.49542 2.76928
H 0.26104 4.53968 4.23918
C 4.68297 2.10417 -4.72557
C 4.07285 3.48985 -4.35039
C 2.77920 3.71492 -5.24150
O 3.28975 3.87561 -6.54266
C 2.30237 3.84180 -7.51705
N 3.65670 3.40275 -2.90907
H 5.44193 1.82095 -3.99629
H 5.02250 2.12159 -5.76120
H 3.84359 1.41269 -4.79893
H 4.81789 4.27097 -4.50160
H 2.13975 4.40042 -4.68535
H 2.11429 2.85173 -5.27127
H 1.78614 2.89471 -7.67406
H 2.64323 4.21081 -8.48440
H 1.59321 4.59695 -7.17806
H 4.47935 3.37391 -2.32382
H 3.25791 4.30204 -2.68032
C -1.13452 1.39385 -4.84326
C -2.28947 0.78831 -3.91616
C -2.91167 -0.41143 -4.61787
O -3.69859 0.01797 -5.70925
C -4.42758 -1.15005 -6.22127
N -1.75736 0.48930 -2.64171
H -1.60980 2.03011 -5.58985
H -0.63988 0.61990 -5.43014
H -0.30792 1.83584 -4.28695
H -3.18270 1.40928 -3.98431
H -3.48340 -0.88086 -3.81733
H -2.19206 -1.17063 -4.92425
H -4.02053 -2.14131 -6.02172
H -4.74797 -1.09693 -7.26176
H -5.41592 -1.15857 -5.76167
H -1.23132 1.24411 -2.22504
H -2.50733 0.36569 -1.97659
C -5.69239 -0.56161 -0.60807
C -5.30672 0.80276 -1.19624
C -6.08820 2.03840 -0.81117
O -7.48479 1.77627 -0.90570
C -8.11540 1.36967 0.36484
N -3.97999 0.93464 -0.70074
H -6.73422 -0.85705 -0.73223
H -5.40556 -0.78901 0.41862
H -5.21487 -1.34421 -1.19766
H -5.07468 0.60608 -2.24294
H -5.78431 2.79844 -1.53095
H -5.78092 2.28176 0.20591
H -8.48571 2.23327 0.91725
H -7.44557 0.78815 0.99830
H -9.01743 0.78794 0.17496
H -3.93048 1.64685 0.01370
H -3.75043 0.18236 -0.06712
```

2.
C47H33Br2CeN3OP | ωB97M-V with the def2-TZVPD basis set

Properties
Total charge: +1
Gap between HOMO and LUMO (spin up / spin down) (eV): 5.978 / 7.700
E_LUMO (spin up / spin down) (eV): -4.2 / -2.5
HOMO level (spin up / spin down) (hartree): -0.3748 / -0.3747

XYZ file:
```
88
C47H33Br2CeN3OP, DFT ωB97M-V with the def2-TZVPD basis set
Ce -0.35607 0.36471 -0.63920
Br -2.25094 3.62486 -4.18339
C -0.51173 2.90606 -4.33178
C 0.25987 3.20997 -5.46975
C 1.50880 2.68778 -5.60638
Br 2.51381 3.11840 -7.14707
C 2.04450 1.83066 -4.61441
C 3.31686 1.22089 -4.68457
C 3.73470 0.39665 -3.68101
C 2.88190 0.17030 -2.59010
N 1.69245 0.71285 -2.47872
C 1.25524 1.54675 -3.47975
C -0.04562 2.10004 -3.32472
O -0.75471 1.81132 -2.23810
H -0.14745 3.85781 -6.23264
H 3.94954 1.41504 -5.53972
H 4.70323 -0.08329 -3.71262
H 3.20831 -0.47123 -1.77875
C -2.65536 -2.30025 2.84946
C -2.87829 -3.51296 2.21054
C -2.57537 -3.63426 0.86692
C -2.09829 -2.52410 0.17351
N -1.80904 -1.38268 0.81255
C -2.08498 -1.27993 2.11767
C -1.85777 -2.56234 -1.29706
C -2.62072 -3.41973 -2.08462
C -2.40759 -3.48565 -3.45555
C -1.43383 -2.68722 -4.03919
C -0.70426 -1.80429 -3.25171
C -0.90404 -1.72320 -1.88303
H -2.88301 -2.15992 3.89707
H -3.27351 -4.35854 2.76048
H -2.71928 -4.57193 0.35031
H -1.83308 -0.33286 2.58672
H -3.40592 -4.01473 -1.63654
H -3.00517 -4.15088 -4.06492
H -1.25540 -2.73397 -5.10533
H 0.02667 -1.16184 -3.73458
C 6.44774 0.00103 2.68837
C 5.46080 -0.79597 3.25946
C 4.13325 -0.64360 2.88719
C 3.77931 0.31981 1.94277
C 4.77556 1.11553 1.37636
C 6.10438 0.95763 1.74555
P 2.07213 0.65442 1.38231
C 1.42279 -1.06674 1.55082
C 1.64320 -1.92467 0.47156
C 1.35070 -3.27847 0.56211
C 0.82637 -3.78539 1.74158
C 0.59257 -2.93769 2.82081
C 0.88481 -1.58619 2.72661
C 1.27539 1.51646 2.76566
C 1.83921 1.65561 4.00349
C 1.19893 2.42236 5.00413
C 0.03043 3.06906 4.72440
C -0.56732 2.97271 3.44136
C -1.73346 3.71577 3.11193
C -2.24463 3.67835 1.84885
C -1.64516 2.84860 0.87256
C -0.56542 2.06547 1.16550
C 0.04039 2.16088 2.45412
H 7.48258 -0.12715 2.97828
H 5.72584 -1.54314 3.99655
H 3.38344 -1.28416 3.33427
H 4.50932 1.86771 0.64143
H 6.86766 1.57883 1.29466
H 2.09472 -1.53952 -0.43962
H 1.53421 -3.93081 -0.28213
H 0.60054 -4.84087 1.82303
H 0.18205 -3.33622 3.74054
H 0.70715 -0.92999 3.57196
H 2.79547 1.19568 4.22841
H 1.65623 2.51224 5.98104
H -0.44752 3.69175 5.47258
H -2.18574 4.34091 3.87300
H -3.10744 4.27472 1.58181
H -2.06886 2.85787 -0.12762
C -5.84227 0.40697 -1.33804
C -5.35614 0.62689 -0.05608
C -3.99064 0.71353 0.12717
N -3.11465 0.59926 -0.87653
C -3.59048 0.39910 -2.10909
C -4.94249 0.29382 -2.38389
H -6.90755 0.33206 -1.51610
H -6.02282 0.73151 0.78920
H -3.57725 0.89238 1.11141
H -2.85698 0.33094 -2.90334
H -5.27482 0.13237 -3.40045
```

3.
C47H34N2O15 | ωB97M-V with the def2-TZVPD basis set

Properties
Gap between HOMO and LUMO (eV): 7.328
SMILES: NC(=O)CCc1ccc2c(c1)C(=O)NC2=O.O=C1C=CC(=O)C=C1.O=C1C=CC(=O)C=C1.O=C1C=CC(=O)C=C1.O=C1C=CC(=O)C=C1.O=C1C=CC(=O)C=C1.O=C1C=CC(=O)C=C1
E_LUMO (eV): -2.0
HOMO level (hartree): -0.3418

XYZ file:
```
98
C47H34N2O15, DFT ωB97M-V with the def2-TZVPD basis set
N 1.65760 1.18667 1.54915
C 1.38893 0.86954 0.07212
O 1.51578 -0.40122 -0.38857
C 0.89736 1.98382 -1.04515
C 0.09193 3.26187 -0.32827
C -1.52715 2.89496 -0.53242
C -2.45342 3.73743 -1.59184
C -4.04482 3.26130 -1.76252
C -4.54657 1.99429 -0.85147
C -3.62316 1.15533 0.21182
C -2.05826 1.61023 0.38552
C -4.50928 -0.04843 0.88488
O -4.26080 -0.72887 2.00706
N -5.63771 -0.18154 -0.14352
C -5.97649 1.20084 -0.73860
O -7.22390 1.58863 -1.02539
H 0.73677 1.51608 1.94971
H 1.80520 0.24760 2.01132
H 0.10951 1.41220 -1.73441
H 1.75672 2.34265 -1.75836
H 0.33204 3.35513 0.82119
H 0.33174 4.29367 -0.85748
H -2.02026 4.64583 -2.22329
H -4.78009 3.77342 -2.51600
H -1.36044 1.00772 1.12343
H -5.28064 -0.81399 -0.91097
O -5.09345 5.43042 -8.75877
C -4.50864 5.31812 -7.69017
C -3.25866 4.54085 -7.57785
C -2.62161 4.41692 -6.40946
C -3.13915 5.05290 -5.18167
O -2.55434 4.94060 -4.11308
C -4.38913 5.83017 -5.29399
C -5.02618 5.95410 -6.46238
H -2.89144 4.08101 -8.48753
H -1.70418 3.84982 -6.30960
H -4.75636 6.29001 -4.38431
H -5.94361 6.52120 -6.56224
O -2.03931 -2.62970 6.78344
C -1.34165 -1.83860 6.16381
C 0.12803 -1.83993 6.30256
C 0.88926 -0.97377 5.62682
C 0.29386 0.02014 4.71171
O 0.99152 0.81125 4.09208
C -1.17582 0.02148 4.57296
C -1.93706 -0.84468 5.24870
H 0.54968 -2.57552 6.97705
H 1.96853 -0.96082 5.71767
H -1.59748 0.75707 3.89848
H -3.01633 -0.85763 5.15785
O 1.18367 -2.10179 -8.39860
C 0.81275 -0.93989 -8.30423
C 0.62265 -0.29994 -6.98759
C 0.21527 0.96890 -6.88550
C -0.06054 1.78543 -8.08424
O -0.43147 2.94734 -7.98988
C 0.12955 1.14548 -9.40088
C 0.53694 -0.12335 -9.50298
H 0.82980 -0.91180 -6.11780
H 0.07017 1.45319 -5.92755
H -0.07759 1.75735 -10.27067
H 0.68203 -0.60765 -10.46092
O 3.60655 -1.58716 -4.99128
C 4.19136 -1.69946 -3.92268
C 5.44134 -2.47673 -3.81036
C 6.07839 -2.60066 -2.64197
C 5.56085 -1.96467 -1.41418
O 6.14566 -2.07697 -0.34559
C 4.31087 -1.18741 -1.52650
C 3.67382 -1.06347 -2.69489
H 5.80856 -2.93656 -4.72004
H 6.99582 -3.16776 -2.54211
H 3.94364 -0.72757 -0.61682
H 2.75639 -0.49637 -2.79475
O 4.35722 -0.64487 3.25678
C 5.56231 -0.55005 3.44466
C 6.10667 -0.20346 4.77234
C 7.42337 -0.09795 4.97610
C 8.38990 -0.32489 3.88334
O 9.59498 -0.23007 4.07122
C 7.84553 -0.67149 2.55566
C 6.52884 -0.77699 2.35190
H 5.38490 -0.04076 5.56379
H 7.83917 0.15615 5.94346
H 8.56731 -0.83418 1.76422
H 6.11303 -1.03109 1.38454
O -4.87992 -7.12959 6.55995
C -4.39345 -6.69932 7.59664
C -4.43784 -7.48207 8.84745
C -3.90799 -7.01019 9.98011
C -3.25435 -5.68725 10.02904
O -2.76787 -5.25698 11.06573
C -3.20996 -4.90450 8.77823
C -3.73981 -5.37638 7.64557
H -4.92005 -8.45086 8.79511
H -3.93265 -7.57112 10.90639
H -2.72775 -3.93571 8.83057
H -3.71515 -4.81545 6.71929
```

4.
C47H35BrClMoN8OP | ωB97M-V with the def2-TZVPD basis set

Properties
Total charge: +2
Multiplicity: 3
Gap between HOMO and LUMO (spin up / spin down) (eV): 6.291 / 5.863
E_LUMO (spin up / spin down) (eV): -5.8 / -6.3
HOMO level (spin up / spin down) (hartree): -0.4454 / -0.4487

XYZ file:
```
95
C47H35BrClMoN8OP, DFT ωB97M-V with the def2-TZVPD basis set
Mo -0.19917 -0.18438 -0.30149
C 2.91245 2.69242 0.85808
C 3.48177 2.09472 1.97001
C 3.11829 0.80108 2.30589
C 2.18498 0.13406 1.52620
N 1.64315 0.72517 0.45392
C 1.98947 1.97285 0.12772
C 1.72321 -1.24003 1.82128
C 2.46944 -2.06667 2.63773
C 2.01062 -3.34699 2.90632
C 0.80599 -3.73461 2.36725
C 0.09295 -2.85960 1.55190
N 0.55980 -1.63545 1.24665
C -1.25484 -3.28347 1.09924
C -1.43927 -4.50134 0.46044
C -2.73352 -4.87082 0.13652
C -3.77353 -4.02304 0.48352
C -3.47888 -2.83484 1.13442
N -2.23828 -2.45809 1.43981
H 3.16562 3.69989 0.56174
H 4.19799 2.63108 2.57783
H 3.53970 0.33224 3.18175
H 1.51027 2.39542 -0.74409
H 3.40848 -1.72682 3.04645
H 2.57621 -4.01268 3.54397
H 0.37600 -4.70196 2.58547
H -0.59189 -5.12184 0.19987
H -2.92867 -5.80479 -0.37302
H -4.80110 -4.28053 0.26833
H -4.27043 -2.15883 1.43599
N 0.84648 -0.04593 -3.36049
P 1.63478 -0.80708 -2.05829
C 3.36124 -0.21984 -2.23683
C 3.85785 -0.17965 -3.54537
C 5.17775 0.14466 -3.79846
C 6.04250 0.40867 -2.74404
C 5.57536 0.33578 -1.44337
C 4.24553 0.02228 -1.19087
C 1.86218 -2.53997 -2.47328
C 2.55439 -3.31095 -1.54232
C 2.78718 -4.65190 -1.79890
C 2.34434 -5.21744 -2.98835
C 1.66162 -4.44536 -3.91703
C 1.41003 -3.10563 -3.65836
C 0.02064 1.03766 -3.15672
C -0.30861 1.88635 -4.22138
C -1.07194 2.99891 -3.97711
C -1.50701 3.27089 -2.67512
C -1.18345 2.38253 -1.68968
N -0.44668 1.26361 -1.91865
H 1.25991 -0.08287 -4.28083
H 3.23088 -0.42937 -4.39363
H 5.53668 0.17702 -4.81819
H 7.07857 0.64987 -2.93895
H 6.24623 0.51753 -0.61407
H 3.93418 -0.05296 -0.16251
H 2.92966 -2.86879 -0.62336
H 3.32620 -5.25383 -1.07942
H 2.53658 -6.26189 -3.19337
H 1.31790 -4.88731 -4.84237
H 0.84212 -2.51836 -4.36909
H 0.05283 1.65859 -5.21487
H -1.32783 3.66578 -4.78962
H -2.08975 4.14940 -2.44248
H -1.50698 2.52404 -0.66727
Br -6.02720 -4.71698 3.85531
C -6.18388 -2.85409 3.60138
C -7.25140 -2.35322 2.87217
C -7.36667 -0.98181 2.70871
C -6.39335 -0.13033 3.21550
C -5.33644 -0.64014 3.96194
C -5.24124 -2.00642 4.16733
N -6.67054 1.27828 3.06132
N -5.79021 2.11737 2.84782
C -4.44973 1.72421 2.47559
C -3.41024 2.27552 3.17516
C -2.06627 2.03848 2.81852
C -1.79717 1.26361 1.72282
O -0.56581 1.05480 1.23447
C -2.85101 0.73016 0.96281
N -2.45594 0.05524 -0.15940
C -3.39259 -0.29976 -1.01726
C -4.75664 -0.04636 -0.80074
C -5.16269 0.56688 0.35097
C -4.19206 0.97435 1.29492
H -8.00074 -3.02090 2.47091
H -8.22056 -0.55718 2.19598
H -4.61643 0.01828 4.42757
H -4.44186 -2.41304 4.77077
H -3.63864 2.90938 4.02247
H -1.25885 2.48849 3.37983
H -3.07296 -0.80403 -1.91600
H -5.46686 -0.34853 -1.55680
H -6.21089 0.77088 0.52236
Cl -0.96892 -1.94408 -1.69426
```

no.,M (g/mol)
1,1119.6
2,986.7
3,866.8
4,970.1